(1)
Computed, not measured: a 3-piece molecular cluster, C26H57N4O6 overall at a distorted geometry, with ωB97M-V/def2-TZVPD.

The gap between HOMO and LUMO comes out at 6.80 eV. Its spin multiplicity is 1. Its LUMO energy is -3.901 eV. The total charge is +1.

Last column: Löwdin charge in e.
CARTESIAN COORDINATES (ANGSTROEM)
C: 0.82484 -1.26407 -3.38720  -0.188
H: -3.28119 -2.14701 5.89132  0.126
O: -1.39616 0.58799 5.53038  -0.218
H: 5.45635 -0.47886 -3.16538  0.116
H: 1.59843 0.08528 -0.99220  0.100
H: -4.78384 2.72298 -2.12428  0.122
H: -1.26906 -1.21995 1.28845  0.049
H: -3.41613 1.27815 4.51972  0.120
O: -6.12023 1.94786 -0.01941  -0.154
H: -2.49586 -1.54089 4.44296  0.109
H: 0.37577 -1.21395 -4.49174  0.123
C: -2.08301 -0.41708 6.27767  -0.192
C: 10.51373 -3.80112 -1.47653  -0.156
H: 2.87424 -0.26415 -4.00634  0.121
C: -6.48330 3.15398 0.66659  -0.170
C: 10.25363 -1.06953 -1.59912  -0.216
H: 11.40699 -4.51910 -1.72604  0.071
H: 7.81982 -1.23758 -0.37498  0.106
O: -2.53514 -0.18514 2.51482  -0.205
H: 9.89727 -2.61761 -3.37066  0.110
H: -5.88250 3.15764 1.58266  0.118
H: 10.09513 -1.33722 -0.45323  0.105
H: -6.39467 0.79189 -1.65478  0.123
O: -6.35984 4.07758 -2.26048  -0.206
H: -1.32613 -1.07475 6.71754  0.123
H: 2.61535 1.47445 -1.76145  0.126
H: -4.51423 5.00433 -2.11219  0.085
H: -4.16556 0.96143 2.05342  0.120
H: -0.09367 -1.09957 -2.66996  0.118
H: -6.02137 2.39498 -3.37099  0.124
H: 1.37364 0.93054 -3.68652  0.128
N: 0.85833 -2.82435 -0.15716  0.055
H: 10.58310 -3.55144 -0.31494  0.075
C: -0.95910 1.66074 6.34876  -0.106
H: -10.56594 3.62831 0.98748  0.089
C: 1.52864 -2.74682 -3.25695  -0.155
H: 7.02211 1.46440 -1.58608  0.107
H: 1.46430 -1.99829 -0.36571  0.132
C: 5.16936 0.23574 -2.25852  -0.207
H: -5.13035 1.03963 4.22816  0.129
H: 0.70281 -2.41530 1.99931  0.182
C: 7.52445 -0.83970 -1.44400  -0.209
H: 0.26409 -4.57710 -3.13668  0.187
H: 3.96086 -1.53681 -1.46836  0.091
C: -0.41700 -4.27613 1.09824  0.056
H: -2.86346 -1.96410 1.50695  0.086
H: -7.67975 1.96377 -1.41572  0.120
H: -0.26140 1.30275 7.10930  0.087
C: -7.95957 3.19253 1.06981  -0.191
H: -5.18010 4.85867 -3.77364  0.086
H: 4.93508 1.30340 -2.69483  0.113
C: -5.42256 5.03611 -2.72336  -0.108
H: 2.53504 -2.67554 -2.66168  0.113
O: -8.77265 3.54479 -0.05071  -0.208
H: 6.22094 0.54601 -0.14775  0.103
N: 0.66794 -3.78296 -2.56119  0.044
H: -0.95188 -4.73432 2.03900  0.158
H: -8.11010 3.95615 1.84076  0.126
N: 0.45017 -3.01853 1.18168  0.025
H: 7.04863 -1.73011 -2.04805  0.109
C: -4.15221 0.54920 4.17439  -0.162
C: -2.33805 -1.01246 1.38104  -0.116
H: 11.71008 -2.33739 -2.81759  0.103
H: 4.11793 -0.10655 -0.24746  0.114
H: -1.81696 2.15222 6.82005  0.090
C: 0.38700 -3.79852 -1.21640  -0.170
C: 2.45985 0.29143 -1.78699  -0.221
H: -6.18925 4.03659 0.09478  0.120
H: -10.18123 2.05083 0.21811  0.086
H: 8.76797 -0.48568 -3.35446  0.115
C: -6.59744 1.82926 -1.36623  -0.169
C: 3.90684 -0.37021 -1.39190  -0.233
C: 10.60456 -2.44628 -2.42453  -0.257
H: -5.86836 6.02934 -2.62255  0.092
H: 11.14684 -0.31939 -1.73364  0.108
H: -4.54315 -0.73229 2.48261  0.130
H: 1.82764 -3.06237 -4.36702  0.158
H: -2.68014 -0.50730 0.47132  0.093
N: -0.42174 -4.75674 -0.36296  0.077
C: 1.94749 -0.05013 -3.31995  -0.197
H: -0.45146 2.39235 5.71437  0.090
C: -5.85619 2.74366 -2.34629  -0.195
H: -8.25488 2.21466 1.46429  0.126
C: 6.50881 0.45210 -1.28068  -0.199
O: -4.23783 -0.56567 5.07265  -0.131
H: -2.67749 0.03781 7.07725  0.129
H: 9.07206 0.83446 -2.03718  0.101
H: 9.47784 -4.36065 -1.64808  0.075
C: -10.12035 3.13856 0.11490  -0.107
C: -3.91291 0.13074 2.72144  -0.177
C: 8.89968 -0.31457 -2.19209  -0.218
C: -3.00058 -1.23077 5.36002  -0.175
H: -10.67966 3.43075 -0.77739  0.091

***

(2)
Computed, not measured: a 8-piece molecular cluster, C26H58N2O12S2 overall at a distorted geometry, with ωB97M-V/def2-TZVPD.

The gap between HOMO and LUMO comes out at 9.32 eV. Its spin multiplicity is 1. Its LUMO energy is 0.557 eV.

Last column: Löwdin charge in e.
CARTESIAN COORDINATES (ANGSTROEM)
O: 4.71343 -1.49707 -7.57003  -0.027
H: 6.07104 -7.08547 11.11762  0.064
H: 9.17590 4.16862 2.55220  0.096
H: 3.62020 -1.88600 -10.51621  0.087
O: 2.20869 -7.44781 8.85471  0.059
H: 4.30493 -7.29642 11.10844  0.063
C: -7.81570 -6.81504 8.77250  -0.066
H: 7.61550 3.80164 2.01021  0.092
H: 3.46291 7.49919 -4.09069  0.076
C: 5.33414 -1.27559 -5.34560  -0.091
H: 4.15683 9.52237 -9.45136  0.083
H: 3.52015 -2.24519 -5.89913  0.125
H: 6.71275 4.01268 4.81017  0.139
H: 5.08448 -5.75242 10.79344  0.069
H: -0.76296 -0.81175 2.54948  0.033
O: -8.96459 2.19298 3.22526  -0.584
H: 0.40133 0.45142 2.71419  0.041
H: 3.63665 8.76225 -5.16257  0.080
C: -5.55142 4.22547 -5.94430  -0.072
C: 5.09925 -7.27036 9.07994  -0.245
C: 2.91452 -6.71967 8.12725  -0.414
H: -5.03708 5.16468 -5.74073  0.080
H: -6.32403 4.15404 -5.17874  0.078
H: -7.37793 -6.24124 9.58933  0.084
H: 1.98405 8.06247 -4.90777  0.077
C: 8.83917 1.78705 3.41729  -0.029
H: 4.88942 -1.16253 -4.35689  0.081
O: 5.26044 7.89366 -7.53005  0.073
C: 7.22087 3.03643 4.77951  -0.332
H: -2.75741 -0.83652 1.43084  0.044
H: -9.52043 -7.05538 7.05616  0.135
H: -8.78177 -7.15339 9.14711  0.082
H: -3.24249 2.88645 -9.42578  0.085
S: -10.29399 1.45548 3.10023  0.811
H: 8.40816 0.90755 3.89563  0.085
H: -7.23662 -7.71694 8.57412  0.087
O: -9.24218 -5.42960 5.79228  -0.027
H: -3.52374 0.20520 0.40010  0.044
H: -11.28706 -0.08842 4.65592  0.045
H: 5.93055 -2.17082 -5.16974  0.083
C: -6.80054 -4.99677 7.36470  -0.014
C: 4.11155 7.96841 -7.94795  -0.535
H: -6.66413 -4.31409 8.20342  0.080
H: 9.85369 1.80678 3.81538  0.096
C: 3.15344 6.80210 -6.12842  -0.192
O: -3.91731 3.01579 -7.28163  -0.034
H: 4.64472 7.89401 -9.89784  0.080
C: 4.53729 -1.70479 -9.95567  0.018
C: -3.27624 1.87272 -7.59517  -0.499
H: 2.83227 -5.65531 6.20668  0.079
H: -2.85630 1.10602 -9.53996  0.091
C: -10.47524 0.63272 4.75081  -0.244
C: -4.51344 3.15550 -5.95015  -0.216
C: 4.02661 -2.10151 -8.57865  -0.502
O: -0.60119 1.65610 -0.12265  -0.584
C: -9.03985 -6.09088 6.83032  -0.353
C: -10.14795 0.03810 1.97608  -0.274
N: -7.97173 -5.94681 7.59714  -0.167
H: 5.32746 -2.40040 -10.23825  0.087
O: 3.00382 7.53906 -7.36746  -0.006
H: -5.85323 -5.47977 7.12510  0.082
C: 8.16294 4.02138 2.92680  -0.125
H: 6.12733 -7.24193 8.71890  0.106
O: -3.30850 0.80489 -6.93917  0.052
C: -2.51963 -0.16620 0.60487  -0.293
O: 6.89607 2.05873 5.47065  -0.013
C: 3.04672 7.85486 -5.03323  -0.073
C: 5.14678 -6.82376 10.60250  -0.057
H: -2.21117 -0.68220 -0.30436  0.061
H: 7.69870 5.00269 3.02478  0.098
H: 4.88842 -0.67374 -9.91356  0.085
H: 1.26465 -5.88505 7.03410  0.086
C: -0.18610 -0.08927 1.97212  -0.240
O: 2.98839 -2.75261 -8.46912  0.070
H: 1.99274 -7.22879 6.27521  0.091
H: -6.91010 -4.36096 6.48616  0.077
N: 8.05449 2.95768 3.77230  -0.203
H: 8.84453 1.40614 2.39602  0.095
H: -10.28803 0.42867 0.96814  0.042
H: -4.90909 2.20748 -5.58572  0.117
H: -10.46636 1.40262 5.52236  0.051
H: -11.04592 -0.57549 2.04849  0.049
H: 3.58404 -0.50077 -6.16512  0.127
S: -1.34647 1.11937 1.10567  0.840
H: 5.11049 -8.35676 8.99208  0.119
C: 2.24115 -6.32490 6.83143  0.000
H: -9.19865 -0.48377 2.09682  0.059
H: -1.66703 2.28316 -8.85758  0.090
H: 2.95925 8.19719 -9.92606  0.078
C: 3.87008 8.47232 -9.39426  0.021
H: 5.89174 -0.40388 -5.68814  0.087
H: -9.56624 0.04084 4.85793  0.046
O: 4.29597 -6.45738 8.26930  -0.022
H: -3.64441 3.33690 -5.31770  0.126
H: 0.30405 -0.67255 1.19260  0.054
H: -6.15978 4.08834 -6.83827  0.086
C: -2.72061 2.03578 -8.98748  0.015
C: 4.15908 -1.42475 -6.22585  -0.229
H: 4.08271 6.23330 -6.09635  0.119
H: 2.31827 6.12297 -5.95702  0.119